The following is a DFT calculation (ωB97M-V/def2-TZVPD) of a cluster of 3 separate species, C27H56F8N4O7PS in total at a distorted geometry.

The geometry in XYZ format:
```
104
Properties=species:S:1:pos:R:3:forces:R:3
C 3.61550 -3.15836 -0.97713 0.7 0.7 0.0
C 4.10476 -2.01571 -1.88483 -0.5 -0.7 0.4
C 2.98266 -1.38368 -2.71136 0.4 0.7 0.1
C 2.47520 -0.05868 -2.11342 0.5 -0.2 -0.1
C 2.08094 1.00577 -3.15832 0.1 -0.4 0.6
C 0.63840 1.51180 -3.09324 -0.2 1.5 0.8
P 0.59217 2.84258 -4.44216 0.6 -0.9 -2.0
N 0.98672 2.32495 -5.86658 -0.2 -0.2 0.6
C -0.44161 0.51408 -3.58096 1.5 0.4 -1.8
N 0.13824 -0.50083 -4.38177 -0.4 -0.3 0.7
N -1.46609 0.03736 -2.51881 -1.0 -0.3 1.4
S -1.33705 -1.68666 -2.06938 1.0 -2.3 -1.7
O -1.73243 -2.44353 -3.20331 -0.9 0.7 -0.3
O -0.04376 -1.97854 -1.56881 -0.1 1.0 1.0
C -2.70721 -2.03293 -0.82220 -0.7 -0.2 0.3
F -3.01879 -3.31587 -1.05079 0.5 0.8 0.1
F -3.78492 -1.27831 -1.13686 0.6 0.0 0.0
C -2.39312 -1.86633 0.69691 -0.8 -0.5 0.8
F -3.44880 -2.45449 1.30664 0.3 0.1 -0.3
F -2.40966 -0.57173 1.07387 0.2 -0.3 -0.3
C -1.10336 -2.55800 1.25352 0.3 0.3 0.9
F -1.31650 -2.80130 2.56039 0.3 0.2 -1.0
F -0.84154 -3.70657 0.62631 -0.1 0.7 0.2
F -0.07012 -1.69969 1.15929 -0.4 -0.6 -0.1
C -1.58582 0.82100 -1.23266 -0.2 0.4 -0.1
C -1.09119 2.25356 -1.26651 1.1 -0.3 -0.1
C -1.92168 3.20057 -2.12083 -0.3 0.2 -0.1
O -2.67659 2.46682 -3.09276 -0.1 -0.3 0.2
O -4.02642 2.92952 -3.12218 0.2 0.4 -0.3
C -1.18713 2.73738 0.18897 -0.8 0.1 0.0
C -2.58633 2.68419 0.80490 -0.1 0.3 -0.3
F -0.35213 1.96813 0.98023 0.4 -0.1 0.2
C 0.41974 2.16973 -1.67439 -0.7 -0.3 -0.2
C 1.19899 3.46694 -1.46203 -0.2 0.0 0.9
C 1.85609 3.58479 -0.07709 0.6 1.1 -0.7
O 2.64676 2.45114 0.17144 0.0 -0.4 -0.1
C 2.78924 4.82548 -0.10913 -0.3 -0.9 1.0
N 3.66563 4.86898 1.05784 0.2 0.0 -0.3
H 3.29167 -2.73945 -0.03006 -0.4 -0.1 0.2
H 4.45739 -3.79733 -0.74025 0.0 -0.4 0.0
H 2.82393 -3.72766 -1.44518 -0.2 -0.3 0.0
H 4.56819 -1.28250 -1.23246 0.2 0.3 -0.1
H 4.88746 -2.38296 -2.53628 0.1 -0.1 -0.2
H 3.40024 -1.15633 -3.68860 -0.1 0.0 -0.3
H 2.16929 -2.09549 -2.82676 -0.1 -0.2 -0.2
H 3.31356 0.33896 -1.55568 0.1 0.3 0.2
H 1.71503 -0.24184 -1.35970 -0.3 0.0 0.0
H 2.35638 0.64063 -4.13595 -0.2 0.0 -0.4
H 2.71736 1.87202 -3.01261 0.1 0.2 0.1
H 1.44427 3.89910 -4.08061 -0.4 0.1 0.5
H -0.71904 3.35980 -4.51366 0.1 0.2 0.6
H 1.21576 1.33982 -5.89158 0.1 0.0 -0.3
H -1.05342 1.06640 -4.28827 -0.7 0.0 0.3
H -0.54095 -0.98543 -4.94889 0.0 -0.1 -0.2
H 0.71234 -1.16340 -3.87554 0.2 0.0 -0.1
H -2.39061 0.06863 -2.95749 0.1 0.3 -0.3
H -2.62880 0.80553 -0.94958 -0.1 -0.2 0.0
H -0.98445 0.30967 -0.49017 0.1 -0.1 0.1
H -1.26457 3.92125 -2.59375 0.0 0.1 -0.3
H -2.62693 3.79831 -1.55818 -0.2 0.0 0.3
H -4.46729 2.43608 -2.41753 0.0 -0.2 0.1
H -0.84551 3.76664 0.20440 0.3 0.1 0.1
H -2.66350 1.92074 1.56569 0.1 -0.2 0.2
H -2.82980 3.64033 1.24729 0.0 0.1 0.3
H -3.36540 2.50478 0.07111 -0.1 -0.1 -0.2
H 0.81776 1.47218 -0.94414 0.3 -0.2 -0.1
H 0.57887 4.35564 -1.57741 -0.1 0.1 -0.3
H 2.02854 3.56526 -2.14330 0.1 -0.1 -0.4
H 1.13645 3.79824 0.70597 -0.1 -0.4 0.3
H 2.31506 1.96161 0.92542 -0.1 0.0 0.2
H 2.15621 5.70759 -0.11791 0.0 0.3 -0.3
H 3.40840 4.75082 -0.99577 0.1 0.3 -0.3
H 4.47567 4.31501 0.82104 0.2 0.0 0.2
H 3.24803 4.38040 1.84234 -0.2 0.2 0.2
C -4.87671 -8.14713 0.51057 0.1 0.1 0.0
C -4.53693 -8.25070 1.98806 -0.1 0.0 -0.1
O -3.15035 -8.16791 2.26362 0.1 -0.1 0.1
C -2.51672 -6.96557 1.88787 0.1 0.1 0.0
C -3.06545 -5.73363 2.59076 -0.3 -0.2 0.0
H -4.29138 -8.86326 -0.06687 0.0 -0.1 0.0
H -5.93586 -8.35001 0.35318 0.0 0.0 0.0
H -4.66788 -7.15118 0.11403 -0.1 0.0 0.0
H -4.84910 -9.22478 2.36237 0.1 0.0 0.0
H -5.08890 -7.50079 2.56612 0.0 0.0 0.0
H -2.55137 -6.83633 0.79838 0.0 0.0 0.0
H -1.46715 -7.09414 2.15408 0.0 -0.1 0.0
H -4.08806 -5.51142 2.27835 0.0 0.0 0.0
H -2.45397 -4.86786 2.36167 0.1 0.0 0.0
H -3.07460 -5.88014 3.67108 0.1 0.0 0.0
C 1.19896 4.42543 5.79002 0.2 0.0 0.0
C 1.15298 3.20828 4.88294 -0.1 0.1 0.1
O 2.33374 3.01634 4.12280 0.0 0.0 -0.4
C 3.52405 2.80227 4.86772 0.2 -0.1 0.1
C 3.48590 1.55857 5.73810 -0.2 0.0 0.0
H 1.48208 5.31384 5.22433 0.0 0.0 0.0
H 0.22260 4.59324 6.24443 0.0 0.0 0.0
H 1.92205 4.30214 6.59687 0.0 0.0 0.0
H 0.35279 3.33422 4.15125 0.1 0.0 -0.1
H 0.91563 2.30546 5.45605 0.0 0.0 0.0
H 3.76529 3.68736 5.46441 0.0 0.0 0.0
H 4.31662 2.69934 4.12601 -0.1 0.0 -0.1
H 2.77043 1.65697 6.55570 0.0 0.0 0.0
H 4.46612 1.37845 6.17823 0.0 0.0 0.0
H 3.19874 0.68630 5.14911 0.1 0.0 0.0
```
Forces are in eV/Å.

The calculation puts the total energy at -91050.2825 eV. The net charge is +1. The LUMO energy is -3.63 eV. As for the frontier orbital gap: 7.5 eV. As for the strongest force on any atom: 3.0 eV Å⁻¹.

Atom charges from the Löwdin analysis, given in e for atoms 1 to 5: atom 1 (C): -0.09, atom 2 (C): -0.24, atom 3 (C): -0.20, atom 4 (C): -0.17, atom 5 (C): -0.17